1.
Entry from the Open Molecules 2025 dataset: C65H119BHgN3O33S10 as an isolated structure at a distorted geometry (ωB97M-V with the def2-TZVPD basis set).

Computed properties:
HOMO (eV): -10.6819
Maximum force (eV/Å): 7.49
Charge: +1
Multiplicity: 1
Molar mass (Da): 2002.73

Structure (XYZ):
```
232
Properties=species:S:1:pos:R:3:mulliken_charge:R:1
Hg -1.870 -6.273 0.203 1.902
O 0.150 1.903 -2.294 -0.788
C 0.292 1.219 -1.251 0.363
O -0.593 0.518 -0.749 -0.535
B -0.057 -0.066 0.525 -0.034
O 1.349 0.270 0.618 0.508
C 1.672 1.038 -0.370 0.881
O 2.701 1.630 -0.644 -0.785
O -0.350 -1.514 0.493 -0.444
C -1.076 -1.848 1.520 0.034
O -1.661 -2.855 1.842 0.487
C -1.581 -0.554 2.145 0.632
O -0.872 0.478 1.646 -0.227
O -2.476 -0.454 2.975 -0.435
C 2.574 -2.164 6.618 -0.836
C 3.189 -2.919 5.461 0.676
O 3.180 -2.356 4.380 -0.459
C 3.673 -4.419 5.655 -0.944
H 3.295 -2.312 7.422 0.430
H 1.644 -2.702 6.799 0.189
H 2.374 -1.130 6.339 0.050
H 3.687 -4.556 6.737 0.356
H 4.662 -4.433 5.197 0.315
H 3.069 -5.116 5.076 0.162
C -7.034 0.851 -0.176 -0.894
C -6.584 1.110 1.257 0.450
O -7.453 1.393 2.081 -0.611
C -5.131 1.171 1.764 0.794
H -8.009 1.285 -0.397 0.350
H -7.117 -0.232 -0.264 0.168
H -6.351 1.177 -0.961 0.169
H -4.853 0.155 2.043 -0.635
H -5.091 1.820 2.639 0.089
H -4.408 1.540 1.037 0.112
C -5.035 1.586 5.586 -0.428
C -4.049 1.546 6.784 0.600
O -4.078 2.365 7.684 -0.599
C -2.997 0.496 6.884 -0.495
H -5.503 2.565 5.488 0.389
H -5.820 0.832 5.657 0.326
H -4.364 1.411 4.745 -0.254
H -3.259 -0.279 6.164 -0.116
H -2.996 0.038 7.874 0.347
H -1.965 0.845 6.848 0.248
C 1.892 -4.570 -5.515 -1.273
C 1.874 -3.071 -5.239 0.936
O 2.807 -2.567 -4.640 -0.486
C 0.721 -2.220 -5.831 -0.821
H 2.785 -5.039 -5.100 0.331
H 2.027 -4.834 -6.564 0.459
H 0.952 -4.984 -5.149 0.190
H 1.016 -2.238 -6.880 0.461
H 0.629 -1.236 -5.370 -0.023
H -0.271 -2.672 -5.804 0.254
C -4.691 -2.769 8.617 -1.171
C -5.708 -2.194 7.727 0.756
O -6.516 -1.338 8.096 -0.583
C -5.788 -2.849 6.325 -0.192
H -4.780 -2.190 9.536 0.334
H -3.756 -2.631 8.074 0.249
H -4.965 -3.803 8.829 0.383
H -6.561 -3.591 6.526 0.451
H -4.888 -3.439 6.155 -0.241
H -6.075 -2.224 5.479 0.049
C 3.494 3.750 2.082 0.703
C 2.812 3.680 3.402 0.066
N 2.225 3.696 4.391 -0.529
H 2.804 3.915 1.254 -0.128
H 3.990 2.830 1.771 -0.491
H 4.226 4.554 2.156 0.514
C -1.708 2.971 3.451 -0.657
C -0.808 3.408 2.349 0.198
N -0.158 3.780 1.481 -0.202
H -1.522 1.976 3.857 -0.097
H -2.726 3.018 3.064 0.289
H -1.698 3.684 4.276 0.591
C 1.936 0.675 3.725 0.890
C 1.033 0.643 4.874 -0.003
N 0.425 0.691 5.843 -0.595
H 1.787 -0.202 3.096 -0.443
H 2.901 0.813 4.212 0.734
H 1.665 1.394 2.952 -0.565
C 5.561 4.804 -0.775 -0.171
C 5.794 5.203 -2.262 -0.017
C 7.032 6.106 -2.311 -1.001
S 8.200 5.541 -0.966 1.152
O 8.531 6.770 -0.356 -0.665
O 9.210 4.612 -1.440 -0.635
C 6.924 4.707 -0.004 -0.801
H 4.902 3.947 -0.640 0.049
H 5.000 5.601 -0.286 0.232
H 4.927 5.736 -2.651 0.276
H 5.997 4.301 -2.841 -0.024
H 6.956 7.174 -2.104 0.398
H 7.576 6.153 -3.254 0.498
H 6.756 5.239 0.933 0.405
H 7.344 3.720 0.187 0.370
C -3.894 -3.150 -4.451 -0.688
C -3.771 -2.014 -3.456 -0.521
C -2.326 -2.057 -2.842 -0.374
S -2.028 -3.951 -2.721 0.703
O -2.258 -4.433 -1.369 -0.284
O -0.703 -4.177 -3.344 -0.410
C -3.435 -4.369 -3.672 -0.699
H -3.341 -2.953 -5.369 0.307
H -4.936 -3.228 -4.764 0.439
H -4.424 -2.044 -2.584 -0.060
H -4.014 -0.998 -3.765 0.449
H -2.274 -1.456 -1.935 0.092
H -1.578 -1.648 -3.521 0.466
H -4.243 -4.587 -2.973 0.247
H -3.228 -5.251 -4.278 0.523
C 4.266 1.214 -4.614 -0.169
C 5.209 0.156 -5.073 -0.470
C 6.637 0.755 -5.199 -0.793
S 6.278 2.439 -5.859 0.977
O 6.544 2.632 -7.284 -0.704
O 6.725 3.403 -4.894 -0.538
C 4.420 2.319 -5.665 -0.932
H 4.498 1.565 -3.608 0.050
H 3.210 0.949 -4.677 0.290
H 4.967 -0.323 -6.022 0.320
H 5.175 -0.632 -4.320 0.281
H 7.452 0.163 -5.616 0.479
H 6.968 1.190 -4.256 0.331
H 3.970 2.028 -6.614 0.394
H 4.084 3.316 -5.379 0.437
C -7.065 -4.558 2.172 -0.885
C -6.553 -3.178 2.629 -0.465
C -5.040 -3.197 2.563 0.095
S -4.655 -4.037 0.872 0.920
O -3.656 -5.086 1.123 -0.714
O -4.584 -3.060 -0.245 -0.380
C -6.378 -4.744 0.862 -0.984
H -8.125 -4.353 2.024 0.427
H -6.951 -5.391 2.866 0.309
H -6.948 -3.034 3.635 0.300
H -7.019 -2.345 2.104 0.347
H -4.678 -3.832 3.372 0.112
H -4.580 -2.209 2.573 -0.320
H -6.457 -5.664 0.283 0.580
H -6.798 -4.001 0.184 0.386
C -0.901 1.747 -7.082 -0.146
C -2.383 1.663 -7.281 -0.286
C -2.676 2.920 -8.104 -0.835
S -1.374 2.968 -9.415 1.103
O -0.859 4.330 -9.522 -0.638
O -1.894 2.373 -10.645 -0.653
C -0.233 1.816 -8.446 -0.980
H -0.386 0.937 -6.565 0.097
H -0.508 2.535 -6.440 0.298
H -2.883 1.633 -6.313 0.062
H -2.561 0.712 -7.784 0.386
H -2.478 3.859 -7.587 0.285
H -3.624 3.131 -8.600 0.558
H 0.772 2.235 -8.393 0.461
H -0.365 0.946 -9.089 0.401
C 5.807 -0.265 1.273 1.100
C 6.379 -0.615 2.620 -0.809
C 6.945 -2.057 2.660 -0.740
S 7.822 -2.263 0.886 1.061
O 7.373 -3.532 0.337 -0.610
O 9.266 -1.856 0.916 -0.630
C 6.765 -0.831 0.184 -0.822
H 5.609 0.806 1.253 0.010
H 4.950 -0.856 0.949 -0.793
H 5.749 -0.330 3.463 0.358
H 7.239 0.033 2.791 0.447
H 6.244 -2.892 2.655 0.167
H 7.628 -2.212 3.496 0.527
H 6.238 -1.425 -0.563 0.240
H 7.449 -0.116 -0.273 0.448
C 2.791 -2.642 -0.479 0.176
C 3.271 -3.293 0.845 -0.410
C 2.255 -4.401 1.163 -0.243
S 1.665 -5.067 -0.466 0.887
O 0.211 -5.153 -0.503 -0.388
O 2.478 -6.214 -0.803 -0.713
C 2.149 -3.566 -1.434 -0.176
H 3.650 -2.177 -0.963 0.732
H 2.086 -1.903 -0.098 -0.972
H 3.245 -2.574 1.663 0.085
H 4.242 -3.786 0.891 0.243
H 1.359 -4.066 1.686 -0.437
H 2.478 -5.315 1.714 0.752
H 1.210 -3.097 -1.728 -0.200
H 2.790 -3.842 -2.272 0.428
C 1.608 6.038 -1.334 0.948
C 1.256 6.984 -0.225 -0.870
C -0.235 7.424 -0.362 -0.728
S -0.332 7.746 -2.166 1.007
O -0.099 9.146 -2.409 -0.704
O -1.530 7.186 -2.698 -0.496
C 1.224 6.812 -2.616 -0.939
H 0.915 5.202 -1.239 -0.196
H 2.667 5.779 -1.326 -0.499
H 1.849 7.887 -0.372 0.420
H 1.359 6.600 0.790 0.371
H -0.716 8.199 0.234 0.513
H -0.868 6.565 -0.141 0.233
H 2.032 7.460 -2.954 0.453
H 0.946 6.166 -3.449 0.476
C -1.984 -6.682 5.833 -0.883
C -1.856 -5.193 5.991 -0.212
C -1.706 -4.555 4.610 -0.202
S -0.598 -5.749 3.733 0.599
O 0.789 -5.534 4.240 -0.444
O -0.976 -5.808 2.302 -0.624
C -1.418 -7.226 4.537 -0.697
H -3.036 -6.899 6.016 0.381
H -1.471 -7.248 6.610 0.300
H -1.095 -4.872 6.702 0.343
H -2.774 -4.738 6.362 -0.038
H -1.401 -3.509 4.592 0.676
H -2.627 -4.594 4.028 -0.505
H -0.629 -7.971 4.640 0.502
H -2.141 -7.581 3.802 0.283
C -2.829 3.144 -3.885 -0.253
C -3.600 4.338 -4.607 -0.519
C -4.732 4.696 -3.623 -0.926
S -4.089 4.450 -1.939 1.026
O -4.910 3.476 -1.220 -0.540
O -3.765 5.684 -1.297 -0.618
C -2.539 3.669 -2.437 0.557
H -1.952 2.823 -4.447 0.054
H -3.351 2.189 -3.930 0.048
H -3.914 4.041 -5.608 0.266
H -3.023 5.232 -4.841 0.374
H -5.709 4.226 -3.509 0.451
H -4.957 5.759 -3.718 0.382
H -2.487 2.901 -1.666 -0.334
H -1.715 4.373 -2.318 -0.053
```

=====

2.
Entry from the Open Molecules 2025 dataset: C30H27ClN2O9TeV as an isolated structure at a distorted geometry (ωB97M-V with the def2-TZVPD basis set).

Computed properties:
HOMO (spin up / spin down) (eV): -5.4801 / -5.4875
Maximum force (eV/Å): 1.56
Charge: -1
Multiplicity: 3
Molar mass (Da): 773.55

Structure (XYZ):
```
71
Properties=species:S:1:pos:R:3:mulliken_charge:R:1
V 1.615 2.502 -1.209 0.519
O 3.104 0.867 -1.804 -0.314
C 4.234 0.807 -1.336 -0.547
C 4.644 1.186 -0.005 0.833
C 5.893 0.767 0.440 -0.410
C 6.287 1.030 1.730 -0.447
C 5.446 1.739 2.606 -0.373
C 4.226 2.177 2.180 -0.715
C 3.774 1.924 0.853 0.516
O 2.644 2.350 0.453 -0.449
N 7.583 0.574 2.190 1.003
O 8.312 0.001 1.396 -0.644
O 7.885 0.785 3.354 -0.652
H 5.040 0.391 -1.965 0.262
H 6.556 0.223 -0.221 0.503
H 5.788 1.932 3.612 0.476
H 3.570 2.739 2.830 0.474
C -3.859 -0.282 4.188 -1.568
C -3.049 -0.548 2.947 0.739
C -1.679 -0.343 2.925 -0.984
C -0.912 -0.584 1.788 1.220
C 0.568 -0.331 1.858 -1.692
C -1.553 -1.045 0.629 -0.242
Te -0.404 -1.460 -1.106 0.470
N 0.039 1.558 -0.863 -0.468
C -0.416 2.055 -1.990 1.119
O 0.461 2.397 -2.879 -0.554
C -1.842 2.441 -2.245 -0.227
C -2.816 1.483 -2.488 0.058
C -4.134 1.865 -2.693 -0.565
C -4.484 3.207 -2.650 -0.417
C -3.508 4.167 -2.410 -0.577
C -2.190 3.787 -2.213 -0.460
C -1.028 -3.494 -1.223 0.044
C -1.615 -3.908 -2.417 -0.562
C -2.041 -5.216 -2.597 -0.644
C -1.892 -6.127 -1.564 -0.593
C -1.304 -5.723 -0.374 -0.652
C -0.856 -4.417 -0.185 0.946
C -0.209 -4.041 1.119 -1.197
C -2.940 -1.246 0.623 1.475
C -3.706 -1.729 -0.580 -1.807
C -3.661 -0.998 1.787 -0.741
H -3.234 0.114 4.988 0.348
H -4.334 -1.196 4.551 0.328
H -4.652 0.442 3.989 0.344
H -1.182 0.017 3.820 0.245
H 0.868 -0.109 2.883 0.461
H 0.838 0.512 1.223 0.195
H 1.135 -1.195 1.508 0.160
H -2.534 0.438 -2.509 0.369
H -4.890 1.112 -2.881 0.389
H -5.513 3.506 -2.803 0.367
H -3.775 5.216 -2.377 0.381
H -1.421 4.530 -2.037 0.476
H -1.753 -3.187 -3.215 0.398
H -2.494 -5.515 -3.534 0.404
H -2.227 -7.150 -1.682 0.360
H -1.178 -6.439 0.430 0.344
H 0.057 -4.931 1.689 0.442
H -0.876 -3.427 1.729 0.229
H 0.694 -3.452 0.946 0.133
H -3.232 -1.418 -1.510 0.047
H -4.723 -1.336 -0.559 0.465
H -3.763 -2.820 -0.599 0.320
H -4.736 -1.149 1.776 0.390
O 3.347 5.878 -2.584 -0.662
Cl 3.106 4.829 -1.659 1.808
O 1.641 4.641 -1.487 -0.627
O 3.715 5.084 -0.395 -0.606
O 3.540 3.541 -2.193 -0.668
```

=====

3.
Entry from the Open Molecules 2025 dataset: an isolated ion of composition C7H13N4 and charge +1 at a distorted geometry (ωB97M-V with the def2-TZVPD basis set).

Computed properties:
HOMO (spin up / spin down) (eV): -8.7006 / -12.4600
Relative energy (zero: lowest compared OMol25 entry of this formula, charge and spin) (kJ/mol): 7.5
Maximum force (eV/Å): 5.72
Charge: +1
Multiplicity: 3
Molar mass (Da): 153.21

Structure (XYZ):
```
24
Properties=species:S:1:pos:R:3:mulliken_charge:R:1
C -1.433 -1.309 1.650 -0.603
C -1.509 0.063 1.620 -0.343
C -0.438 -2.002 1.028 0.682
C 1.721 0.612 -0.266 -1.441
C 0.137 1.108 -2.098 -0.533
C 0.543 0.032 0.361 0.385
C -0.774 2.050 0.316 -0.849
N 0.547 -1.267 0.485 -0.434
N -0.574 0.764 0.868 0.200
N -0.401 -3.333 0.835 -0.447
N 1.471 0.587 -1.696 0.015
H -2.216 -1.921 2.063 0.306
H -2.380 0.548 1.931 0.407
H 1.910 1.545 -0.016 0.462
H 2.558 -0.078 -0.095 0.492
H -0.486 0.412 -2.664 0.342
H 0.169 2.078 -2.581 0.380
H -0.448 1.539 -1.110 0.192
H -1.802 2.444 0.461 0.375
H -0.107 2.832 0.827 0.218
H -0.872 -3.898 1.497 0.258
H 0.507 -3.550 0.555 0.261
H 2.101 1.144 -2.078 0.263
H 1.778 -0.399 -1.895 0.412
```

=====

Number 1: electronic energy -9354.96711 Eh. Number 2: electronic energy -3618.09644 Eh. Number 3: electronic energy -493.11317 Eh.